No. 1
DFT (wB97M-V/def2-TZVPD) results for one molecule with the formula C2H3NOS in a non-equilibrium geometry.

```
8
Properties=species:S:1:pos:R:3:forces:R:3:lowdin_charge:R:1
C -1.43115 0.11846 0.04703 -0.1 -4.3 -0.5 -0.102
N -0.74690 -0.99521 -0.42547 -2.3 3.4 2.2 -0.392
S 0.91646 -1.37453 -0.03644 -2.7 -0.4 -1.0 0.932
C 1.53379 0.14729 -0.21729 0.8 4.5 3.5 -0.681
O 0.92096 1.25291 -0.25283 2.2 -3.2 -0.9 -0.122
H -2.62358 -0.26364 -0.26334 3.3 2.2 1.0 0.132
H -1.13269 1.07760 0.83225 -0.8 -3.1 -2.6 0.145
H 2.56311 0.03712 0.31610 -0.5 0.9 -1.7 0.087
```
Forces are in eV/Å.

Calculated values
total charge = 0
maximum force = 5.72 eV/A
HOMO-LUMO gap = 9.182 eV
HOMO energy = -9.35 eV
SMILES = C=NSC=O
energy above the lowest of the compared OMol25 structures with the same formula, charge and spin = 89.50 kcal/mol

No. 2
DFT (wB97M-V/def2-TZVPD) results for one molecule with the formula C5H6O in a non-equilibrium geometry.

```
12
Properties=species:S:1:pos:R:3:forces:R:3:lowdin_charge:R:1
C 2.32212 -0.11755 0.08443 0.8 0.7 -0.6 0.142
C 1.74151 0.56465 -0.74881 -0.6 -1.8 2.0 -0.027
C 0.24513 0.23330 -0.82279 -0.3 0.5 -0.9 -0.361
C -0.66033 -0.74543 0.04311 0.4 0.1 -0.2 -0.071
C -1.25361 0.55935 0.58643 -0.2 -0.1 0.2 -0.178
O -0.48218 1.33944 -0.33033 -0.5 0.7 -0.2 -0.091
H 2.82338 -0.65346 0.83178 0.6 -0.4 0.5 0.036
H 0.16571 0.03998 -1.87662 -1.0 -0.1 -0.6 0.112
H -1.35827 -1.30016 -0.60426 0.4 0.2 0.2 0.108
H -0.22464 -1.43786 0.76683 0.1 0.2 -0.1 0.100
H -0.99195 0.78697 1.62861 0.0 0.0 -0.2 0.115
H -2.32687 0.73076 0.44163 0.2 -0.2 0.0 0.114
```
Forces are in eV/Å.

Calculated values
total charge = 0
maximum force = 2.79 eV/A
HOMO-LUMO gap = 10.084 eV
HOMO energy = -9.55 eV
SMILES = C#C[C@H]1CCO1
energy above the lowest of the compared OMol25 structures with the same formula, charge and spin = 105.45 kcal/mol

No. 3
DFT (wB97M-V/def2-TZVPD) results for C34H27F2N7OSSn as an isolated structure in a non-equilibrium geometry.

```
73
Properties=species:S:1:pos:R:3:forces:R:3:lowdin_charge:R:1
Sn 0.88691 -0.10152 0.35514 1.1 -1.4 0.6 1.529
C -2.11369 1.00192 3.52251 0.3 -0.5 0.3 -0.005
C -1.12293 0.96341 2.38434 1.1 -4.4 1.0 -0.158
N -0.60236 -0.24024 1.92107 -1.8 5.0 0.8 -0.092
N -1.12439 -1.43106 2.26914 0.2 0.9 -0.4 0.110
C -0.70898 -2.33491 1.42132 1.1 -1.4 -2.9 -0.373
O 0.16692 -2.18171 0.37164 -1.4 2.0 2.0 -0.211
C -1.23350 -3.69419 1.49157 1.3 -0.9 1.2 -0.176
C -2.23628 -4.04923 2.37814 -1.9 1.3 0.7 -0.041
C -2.64237 -5.35127 2.51909 -0.7 -0.8 1.0 -0.070
C -1.92843 -6.41931 1.98326 1.2 2.3 -0.7 -0.047
C -0.78092 -6.12202 1.23953 -0.2 1.3 0.2 -0.022
C -0.43446 -4.73579 1.01286 -0.3 -2.2 -0.5 0.010
C -0.49377 2.19080 1.98082 1.5 2.7 -1.3 -0.224
C -0.92815 3.45924 2.42730 0.5 -1.3 0.6 0.050
C -0.19434 4.60990 2.03752 -1.3 0.0 0.7 0.009
C 0.69372 4.49971 0.98046 0.7 1.5 0.2 -0.028
C 1.04542 3.25371 0.51572 -0.4 -0.3 0.4 -0.106
N 0.56874 2.17020 1.11712 -1.0 -2.1 -1.2 0.017
H -2.58766 0.04584 3.61957 -0.1 -0.7 0.0 0.071
H -2.93183 1.67833 3.34314 -0.1 0.6 -0.1 0.087
H -1.66932 1.21686 4.53422 -0.1 0.0 -1.1 0.137
H -2.78834 -3.27531 2.97313 0.6 -0.7 -0.8 0.131
H -3.49253 -5.58426 3.17531 0.4 0.2 -0.3 0.122
H -2.16071 -7.40159 2.24079 -0.5 -1.5 0.1 0.095
H -0.19033 -6.98741 0.92536 0.2 0.8 -0.2 0.113
H 0.47726 -4.48648 0.48791 -0.1 -0.1 -0.1 0.110
H -1.74505 3.36900 3.17034 0.7 1.0 -0.5 0.125
H -0.39952 5.57590 2.56105 0.2 -0.9 -0.8 0.146
H 1.21607 5.38137 0.55406 -0.6 -0.6 0.4 0.141
H 1.67819 3.15992 -0.35742 0.3 -0.4 0.2 0.120
F 3.58930 -2.77961 4.44271 -0.7 1.6 -1.0 0.078
C 3.53024 -1.71814 3.57118 1.5 -0.5 0.1 -0.208
C 2.55220 -1.64627 2.58161 -2.1 -0.2 0.1 -0.026
C 2.60425 -0.70748 1.54614 1.7 0.7 0.9 -0.205
C 3.79933 0.08217 1.42043 -0.8 -0.1 -1.2 -0.123
C 4.67164 0.07697 2.50792 0.8 -0.3 0.3 -0.176
F 5.79731 0.84578 2.47680 -0.7 -0.4 0.1 0.065
C 4.57596 -0.79546 3.60614 -1.8 -0.1 -1.7 0.118
C 4.09171 0.76235 0.07916 -0.3 -0.3 0.3 -0.186
C 5.02157 1.82112 -0.05115 -0.5 -2.3 0.4 0.015
C 5.13926 2.36572 -1.31827 1.3 1.1 0.2 -0.058
C 4.50145 1.85019 -2.40961 -1.1 -1.0 0.3 -0.020
C 3.56729 0.80573 -2.17191 0.7 1.1 -1.7 -0.145
N 3.38221 0.25611 -1.00673 -0.4 1.1 2.9 0.050
H 1.63908 -2.25888 2.74109 0.8 0.2 -0.3 0.124
H 5.27336 -0.80250 4.38673 1.1 0.0 0.8 0.128
H 5.76463 1.89394 0.75782 -0.8 1.0 -0.5 0.125
H 5.80607 3.22016 -1.45061 0.0 -0.3 0.0 0.128
H 4.76898 2.19802 -3.39503 -0.4 0.0 -0.1 0.118
H 2.94730 0.43076 -2.98110 0.2 -0.1 -0.1 0.109
C -1.70049 4.53951 -2.82793 -1.7 0.6 -0.5 -0.009
N -2.34546 3.20388 -3.07298 1.2 -0.4 0.2 -0.103
C -3.70883 2.99355 -3.25069 0.6 3.2 1.5 -0.040
C -3.91161 1.70796 -3.33433 -0.4 -3.1 -0.6 -0.035
N -2.68894 1.01140 -3.27394 0.2 1.5 -0.5 0.029
C -1.67997 1.99084 -3.15780 -2.8 -0.2 0.3 -0.736
S -0.07238 1.72688 -3.16768 2.2 0.1 0.9 0.729
C -2.53478 -0.40663 -3.48474 2.2 -1.3 0.5 -0.214
C -3.66075 -1.17560 -3.75991 2.1 -0.8 -0.4 -0.005
C -3.43010 -2.54016 -4.04636 -0.6 -0.4 -0.2 -0.027
C -2.13663 -3.09612 -3.87492 -0.4 0.2 0.5 -0.030
C -1.07857 -2.26069 -3.45128 -3.1 1.4 -0.9 -0.117
N -1.24520 -0.93989 -3.33356 -2.6 1.0 0.3 0.069
H -2.15215 5.01703 -1.90162 0.6 -0.7 -1.1 0.110
H -1.99978 5.15184 -3.71613 0.4 -0.3 0.9 0.111
H -0.60816 4.53154 -2.77326 -0.4 -0.6 0.0 0.059
H -4.44572 3.80316 -3.06202 0.8 -0.7 -0.6 0.160
H -4.86796 1.24312 -3.52363 0.3 -0.1 0.3 0.130
H -4.60345 -0.71068 -3.84974 -0.9 0.0 -0.1 0.085
H -4.34594 -3.12155 -4.42748 1.8 0.6 0.8 0.146
H -1.92168 -4.16606 -3.95547 -0.4 0.4 -0.3 0.113
H -0.10801 -2.58383 -3.24389 1.3 -0.8 0.2 0.094
```
Forces are in eV/Å.

Calculated values
total charge = +2
maximum force = 5.39 eV/A
HOMO-LUMO gap (alpha / beta) = 3.932 / 4.152 eV
HOMO energy (alpha / beta) = -12.97 / -13.08 eV
energy above the lowest of the compared OMol25 structures with the same formula, charge and spin = 131.20 kcal/mol

No. 4
DFT (wB97M-V/def2-TZVPD) results for C33H38ClF2HfN8O as an isolated structure in a non-equilibrium geometry.

```
84
Properties=species:S:1:pos:R:3:forces:R:3:lowdin_charge:R:1
Hf -1.33898 -2.08540 -1.37019 0.1 -1.3 0.0 1.746
C -3.31325 -0.22229 0.47653 0.4 -0.9 0.1 -0.046
N -2.48482 -1.48027 0.58160 -0.6 -0.4 -1.0 -0.118
C -1.64864 -1.58416 1.80316 -0.8 -0.1 0.6 -0.060
C -0.58846 -2.62722 1.61896 -0.6 0.3 -0.3 -0.285
N -0.19761 -2.87754 0.37579 0.4 -0.9 0.0 -0.008
C 0.85884 -3.82702 0.53499 0.3 0.4 -2.1 -0.186
C 1.69137 -4.39153 -0.44122 -0.3 -0.2 0.4 -0.013
C 2.72782 -5.16944 0.01513 0.7 0.5 -0.2 -0.045
C 3.07768 -5.19457 1.38041 -0.3 -1.6 0.8 -0.022
C 2.17708 -4.76855 2.35964 0.8 0.4 0.5 0.020
C 1.08285 -4.06412 1.87411 -0.5 0.3 -0.4 -0.187
N 0.08940 -3.33617 2.50663 -0.1 0.3 1.3 0.199
C -3.54364 0.06321 -0.96646 0.8 -0.2 -1.3 -0.245
N -2.78227 -0.56996 -1.91193 -0.8 1.6 0.3 -0.013
C -3.03386 0.13329 -3.13136 -0.2 0.2 0.5 -0.185
C -2.41596 0.01837 -4.39932 0.6 -1.1 0.6 -0.031
C -2.80099 0.88968 -5.37717 -2.3 1.2 0.6 -0.009
C -3.86076 1.88432 -5.11814 1.6 -1.8 -0.1 0.002
C -4.43214 2.00282 -3.87640 -0.8 -0.5 0.2 0.023
C -4.01340 1.10349 -2.86441 1.1 0.1 -1.4 -0.151
N -4.29345 1.03091 -1.51045 1.1 -1.3 -0.1 0.232
H -2.70483 0.54969 0.91570 0.1 0.6 0.1 0.126
H -4.23596 -0.30245 1.03104 -0.3 -0.1 0.3 0.152
H -3.13887 -2.28039 0.54468 0.2 0.3 0.3 0.150
H -2.30010 -1.78709 2.64818 0.1 -0.1 0.3 0.155
H -1.23185 -0.59990 1.95347 0.5 0.3 0.2 0.118
H 1.61040 -4.28506 -1.51203 -0.5 0.2 -0.1 0.106
H 3.32123 -5.67444 -0.75325 0.1 0.2 0.6 0.131
H 3.98925 -5.74329 1.68263 -0.6 0.5 -0.2 0.137
H 2.35379 -4.83140 3.46130 0.0 -0.1 -1.2 0.143
H 0.08090 -3.26374 3.53054 -0.3 0.3 -0.2 0.071
H -1.64553 -0.79582 -4.55727 -0.9 1.1 -0.1 0.088
H -2.54702 0.79201 -6.40945 0.7 -0.1 -0.3 0.116
H -4.19064 2.41107 -6.00053 -0.2 0.4 0.3 0.125
H -5.32260 2.60682 -3.71884 0.4 0.3 0.0 0.134
H -4.84845 1.68102 -1.01501 -0.8 0.6 0.6 0.184
F 0.10274 -3.16921 -4.30593 -0.8 0.4 0.4 0.107
C -1.00960 -2.85424 -3.74099 0.3 -0.9 -0.1 0.042
F -2.38970 -3.70236 -1.52970 0.7 0.8 -0.1 -0.387
H -1.83943 -3.34198 -4.30026 0.3 0.3 -0.1 0.100
C -0.51134 2.03592 -1.15049 -0.9 0.3 0.4 -0.042
C 0.25010 3.10165 -0.31872 1.7 -0.1 0.2 -0.471
C 0.91407 4.10854 -1.30816 -1.0 -0.6 0.7 -0.001
C -0.67809 3.84537 0.59026 -1.8 1.3 -0.2 -0.045
C 1.29598 2.38376 0.65296 -0.6 -0.4 -1.7 -0.412
O 0.50705 1.37383 1.26325 -0.8 -0.8 2.2 -0.070
C 2.01482 3.22292 1.68232 0.4 2.3 -0.8 -0.117
C 3.08255 2.49014 2.40745 0.4 -0.8 3.0 -0.133
C 2.56291 1.24197 3.11785 0.3 0.6 -0.2 -0.228
C 3.06601 -0.01746 2.83876 0.0 -0.2 0.7 -0.021
C 2.57606 -1.10969 3.54878 0.2 -0.5 -0.2 -0.086
C 1.58153 -0.94505 4.48798 -0.7 -0.9 -0.1 -0.570
Cl 0.93114 -2.39567 5.36071 0.5 1.1 -0.4 0.703
C 1.00323 0.28914 4.69172 -1.0 0.5 1.8 -0.085
C 1.54469 1.40605 4.06604 0.0 -0.1 -0.4 -0.040
C 2.36347 1.61831 -0.15310 0.7 -0.2 -0.1 -0.008
N 1.82776 0.59208 -1.03916 -1.1 -0.6 0.9 -0.068
C 1.04006 -0.43415 -0.65312 1.9 1.7 1.7 -0.146
N 0.59022 -1.02327 -1.72782 -1.3 -2.2 0.3 -0.068
C 1.16519 -0.39412 -2.73467 1.4 2.3 -1.8 -0.166
N 1.91688 0.64357 -2.35312 -0.6 -1.5 -1.1 0.185
H -1.42216 2.51610 -1.45094 -0.8 0.4 -0.3 0.084
H -0.84685 1.13033 -0.60069 0.4 0.7 0.0 0.058
H -0.06633 1.74778 -2.09107 0.4 0.0 -0.1 0.069
H 0.10238 4.66077 -1.79020 0.2 -0.2 -0.3 0.099
H 1.49703 3.55558 -2.02241 0.4 0.1 -0.5 0.073
H 1.50136 4.87329 -0.82245 0.4 0.0 0.3 0.091
H -1.30529 4.58536 0.02155 0.6 -0.6 0.3 0.115
H -0.14965 4.44270 1.34445 -0.3 -0.3 -0.2 0.093
H -1.42627 3.19168 1.05113 0.3 0.0 0.3 0.083
H 0.53179 1.38954 2.26771 0.3 0.2 -1.7 0.106
H 1.30117 3.69147 2.35702 -0.1 -0.3 0.2 0.117
H 2.51447 4.12165 1.22594 -0.6 -0.8 0.0 0.163
H 3.56917 3.05468 3.23562 -0.7 0.3 -0.6 0.160
H 3.93935 2.26150 1.83884 0.8 -0.5 -1.1 0.107
H 3.92521 -0.15686 2.18770 -0.2 0.1 -0.1 0.133
H 2.96013 -2.10253 3.37040 0.2 -0.1 0.0 0.102
H 0.19670 0.37689 5.46819 0.9 0.1 -0.9 0.139
H 1.18041 2.42805 4.24295 0.0 -0.6 0.2 0.145
H 2.93668 0.98957 0.50414 0.5 0.3 0.6 0.106
H 3.05266 2.26598 -0.71485 -0.4 -0.3 0.0 0.169
H 0.92913 -0.73551 0.37995 -0.1 0.3 -0.3 0.137
H 1.02408 -0.65896 -3.75691 0.0 0.0 -0.5 0.120
```
Forces are in eV/Å.

Calculated values
total charge = +3
maximum force = 3.23 eV/A
HOMO-LUMO gap = 5.588 eV
HOMO energy = -16.32 eV

No. 5
DFT (wB97M-V/def2-TZVPD) results for C17H15ClO2Rh as an isolated structure in a non-equilibrium geometry.

```
36
Properties=species:S:1:pos:R:3:forces:R:3:lowdin_spin:R:1
C 1.48940 -1.92683 -0.10981 1.6 -2.4 0.8 0.117
C 1.57180 -1.72194 -1.52745 0.5 -3.7 -0.9 0.142
C 0.21819 -1.66840 -1.99095 -0.5 -2.0 -2.2 0.114
H 2.47795 -1.61131 -2.12132 -0.4 0.0 0.2 0.012
C -0.68570 -1.76299 -0.88166 -1.1 -2.9 -0.7 0.111
C 0.10659 -1.95110 0.28643 -0.4 -2.6 1.0 0.130
H -0.29338 -2.11146 1.27977 0.3 0.2 0.0 0.014
H 2.31977 -2.02553 0.58608 -0.2 0.0 -0.3 0.012
H -0.14594 -1.57120 -3.00236 0.3 0.0 0.0 0.019
H -1.76646 -1.77030 -0.95093 0.2 0.1 0.0 0.015
Rh 0.55506 -0.24279 -0.64389 -0.4 13.0 2.4 1.949
Cl 2.17938 1.50880 -0.99294 0.6 0.2 0.0 0.264
C 0.75008 2.13920 -3.60297 -2.3 -0.4 -0.3 0.294
C -0.47390 1.49545 -3.93670 0.8 0.6 0.2 0.014
C -0.16407 0.25089 -4.56401 0.0 1.0 0.3 0.331
H -1.47161 1.89976 -3.76063 0.4 -0.2 0.0 -0.006
C 1.25954 0.11903 -4.60397 1.5 1.4 0.5 0.048
C 1.82923 1.28039 -4.01721 -0.2 -2.5 -1.4 0.225
H 2.89186 1.47645 -3.91070 -0.3 0.0 0.1 0.007
H 0.84597 3.11031 -3.12602 0.0 -0.3 -0.1 0.010
H -0.89007 -0.46753 -4.94601 0.2 0.2 0.1 0.016
H 1.82700 -0.71086 -5.02950 -0.3 0.3 0.2 -0.003
O -2.78922 1.08403 1.19752 0.6 0.0 -0.2 0.024
C -1.57483 1.03864 1.41249 0.7 0.3 -0.7 0.018
O -0.61061 1.16764 0.54173 -1.4 -0.2 1.2 0.117
C -1.14941 0.78549 2.86383 0.1 0.1 1.0 0.002
C 0.17505 0.50042 3.28710 -0.8 0.0 0.2 0.001
C 0.40633 -0.01382 4.57448 -0.6 0.1 -0.2 0.000
C -0.66550 -0.18549 5.46310 -0.1 -0.3 -0.1 0.001
C -1.94861 0.24387 5.11821 0.1 0.3 -0.5 0.000
C -2.17095 0.77398 3.83518 0.3 -0.6 0.3 0.001
H 0.99578 0.70154 2.60894 -0.1 -0.3 -0.2 0.000
H 1.39609 -0.34338 4.88546 -0.1 0.2 -0.2 0.000
H -0.52675 -0.72525 6.40236 0.1 0.3 -0.1 0.000
H -2.79421 0.13553 5.81290 0.5 0.1 -0.3 0.000
H -3.17384 1.09874 3.56344 0.3 -0.2 -0.2 0.000
```
Forces are in eV/Å.

Calculated values
multiplicity = 5
total charge = -1
<S²> = 6.030
maximum force = 13.26 eV/A
HOMO-LUMO gap (alpha / beta) = 5.973 / 6.466 eV
HOMO energy (alpha / beta) = -2.72 / -5.12 eV
energy above the lowest of the compared OMol25 structures with the same formula, charge and spin = 0.00 kcal/mol

No. 6
DFT (wB97M-V/def2-TZVPD) results for a 2-piece molecular cluster, C4H14N4O2 overall in a non-equilibrium geometry.

```
24
Properties=species:S:1:pos:R:3:forces:R:3:lowdin_charge:R:1
C -0.55129 -1.95836 1.52520 0.2 0.1 0.1 -0.099
C -0.27391 -0.61219 0.85973 -3.0 0.0 0.0 -0.368
N -0.27901 0.54487 1.75766 0.1 0.1 0.2 -0.015
C -1.79333 -0.31163 -0.15209 3.4 0.4 1.9 -0.269
O -1.87120 -1.05637 -1.24622 2.0 -0.8 -2.6 -0.141
H -1.49420 -1.93389 2.07796 0.1 0.0 0.0 0.069
H -0.62455 -2.73913 0.76424 0.0 0.0 0.0 0.077
H 0.25658 -2.23333 2.21515 -0.1 0.0 0.0 0.067
H 0.74616 -0.67453 0.48466 -0.4 0.1 -0.8 0.089
H 0.39377 0.41952 2.51079 -0.1 0.0 0.1 0.075
H -1.19395 0.65948 2.18889 0.1 0.0 0.0 0.075
H -2.59297 -0.53900 0.56330 0.1 0.0 0.0 0.100
H -1.70102 0.76658 -0.34158 -0.3 0.1 0.2 0.074
H -0.89275 -0.90641 -1.85214 -2.7 -0.2 1.6 0.099
N 1.06968 2.28353 -0.36830 -0.2 0.1 -0.4 0.039
N 0.45344 1.50383 -1.39291 0.6 -1.5 0.3 -0.007
C 0.97700 0.24485 -1.62523 0.5 1.3 -2.0 -0.576
N 2.28080 0.06665 -1.29192 -0.8 0.0 0.3 0.178
O 0.36065 -0.58071 -2.33911 0.6 0.3 0.6 0.024
H 0.82966 3.25603 -0.52435 0.1 -0.1 0.0 0.087
H 0.66628 1.97959 0.52728 -0.3 0.1 -0.2 0.049
H -0.19767 1.84023 -2.09445 -0.1 0.0 0.7 0.160
H 2.73212 0.81281 -0.78584 0.1 -0.2 0.0 0.093
H 2.69972 -0.83242 -1.46074 -0.1 0.1 0.1 0.120
```
Forces are in eV/Å.

Calculated values
total charge = 0
maximum force = 3.93 eV/A
HOMO-LUMO gap = 8.967 eV
HOMO energy = -8.16 eV
SMILES = C[C@H](N)CO.NNC(N)=O
energy above the lowest of the compared OMol25 structures with the same formula, charge and spin = 0.00 kcal/mol